ORCA calculation (ωB97M-V/def2-TZVPD) on C47H40N2P2PdSTe as an isolated structure.

The geometry in XYZ format:
```
94
Properties=species:S:1:pos:R:3:forces:R:3
Pd 0.35637 1.70735 0.42063 0.00 0.85 2.28
C 5.69456 -2.97044 0.04704 0.02 -0.01 0.01
C 4.86850 -2.67463 1.31156 0.12 0.09 -0.07
C 3.52159 -3.36754 1.17670 -0.10 -0.02 0.09
C 5.59163 -3.24557 2.53940 -0.03 0.01 0.04
C 4.72500 -1.15758 1.44215 -0.06 -0.05 -0.05
C 5.89009 -0.40023 1.67441 0.08 -0.13 -0.04
C 5.87260 0.96501 1.79171 0.08 0.15 0.06
C 4.64814 1.61540 1.67154 0.04 -0.05 0.00
S 4.31739 3.30368 1.84194 0.17 0.12 0.04
C 2.67084 2.99847 1.54379 0.16 -0.06 0.06
N 2.34973 1.74647 1.33091 0.08 -0.44 -0.52
C 3.47794 0.90600 1.41569 -0.28 0.06 -0.06
C 3.51671 -0.49133 1.30489 -0.01 0.17 0.03
C 1.61757 3.98228 1.59388 0.00 0.17 0.07
C 1.82116 5.32637 1.88055 0.11 0.10 0.11
C 0.73740 6.17366 2.03022 0.08 0.07 0.01
C -0.54738 5.67280 1.90892 -0.14 -0.14 0.10
C -0.76459 4.33005 1.60097 0.28 0.04 0.00
C 0.32835 3.49038 1.41849 -0.82 -0.08 -0.69
H 5.73726 -4.04889 -0.12688 0.02 0.07 0.02
H 6.71925 -2.60709 0.14360 -0.04 0.00 -0.03
H 5.24712 -2.49752 -0.83128 0.01 -0.04 0.02
H 3.67192 -4.44840 1.14902 -0.02 0.04 -0.02
H 3.01946 -3.07826 0.25317 -0.04 0.01 -0.04
H 2.86669 -3.14325 2.02448 -0.01 -0.04 -0.05
H 5.68316 -4.32866 2.43512 0.01 0.04 0.02
H 5.03542 -3.03514 3.45609 0.02 -0.02 -0.03
H 6.59823 -2.84157 2.65198 -0.04 -0.02 0.01
H 6.83924 -0.91273 1.76512 -0.04 0.04 -0.01
H 6.78462 1.51894 1.97611 -0.04 -0.02 0.01
H 2.59497 -1.03201 1.13133 0.01 -0.08 0.02
H 2.83116 5.70739 1.99290 -0.06 -0.01 0.02
H 0.89403 7.21846 2.26172 0.01 -0.01 -0.03
H -1.39998 6.32512 2.05388 0.03 -0.03 0.00
H -1.77529 3.96863 1.53151 -0.16 0.05 -0.11
Te -3.28565 -1.59225 1.32682 -0.34 -0.02 0.14
C -3.97988 -2.14049 -0.58928 0.22 0.05 0.15
C -3.35445 -3.17803 -1.26622 -0.06 0.02 -0.16
C -3.83583 -3.49949 -2.53140 -0.19 0.13 -0.07
N -4.85758 -2.86503 -3.10990 0.11 0.08 0.19
C -5.44801 -1.87904 -2.43257 0.07 -0.18 -0.15
C -5.04431 -1.47005 -1.16648 -0.11 -0.03 -0.08
C -1.88344 -0.26965 0.41702 0.86 0.38 1.06
P -2.10402 1.56233 0.35897 0.60 -0.46 -2.23
C -2.08309 1.93485 -1.44820 -0.27 -0.23 0.02
C -1.22256 2.89617 -1.97156 -0.19 0.15 -0.03
C -1.21560 3.15868 -3.33837 -0.02 -0.01 0.04
C -2.08305 2.48230 -4.18137 0.01 -0.02 -0.05
C -2.96594 1.53992 -3.66269 0.02 -0.05 -0.03
C -2.95484 1.25545 -2.30943 0.09 0.03 0.12
C -3.77898 2.00612 0.86733 0.36 0.19 0.66
C -4.66476 2.66822 0.01532 0.02 -0.17 -0.07
C -5.96240 2.91391 0.44016 -0.02 -0.03 0.01
C -6.36868 2.53486 1.71320 0.03 0.00 0.00
C -5.46235 1.95307 2.59245 -0.03 0.02 0.03
C -4.16713 1.70522 2.17773 0.14 0.29 0.09
P -0.16640 -0.68692 0.41781 -1.65 -1.32 -1.50
C 0.00881 -2.45627 0.72174 0.38 0.21 0.41
C -0.22278 -2.91044 2.02389 0.26 0.05 0.09
C -0.16743 -4.26411 2.30727 0.01 0.03 0.00
C 0.11027 -5.16967 1.28926 -0.01 0.02 0.02
C 0.37410 -4.71911 0.00117 -0.04 0.05 -0.04
C 0.34648 -3.36095 -0.28450 -0.03 0.00 -0.06
C 0.39061 -0.37233 -1.29434 0.62 0.59 0.19
C 1.57667 0.34242 -1.54510 0.00 -0.58 -0.30
C 1.96463 0.60689 -2.85509 0.03 0.03 0.05
C 1.20769 0.13425 -3.91048 -0.06 0.05 -0.03
C 0.05171 -0.60668 -3.66829 -0.01 -0.01 -0.03
C -0.36945 -0.84038 -2.37538 -0.29 0.15 0.13
H -2.52518 -3.72639 -0.83515 -0.06 0.02 0.00
H -3.38255 -4.30371 -3.10146 -0.03 0.02 0.00
H -6.28465 -1.39272 -2.92295 0.02 -0.02 0.00
H -5.55502 -0.65916 -0.65915 0.02 -0.07 -0.01
H -0.61618 3.50762 -1.31645 0.18 -0.06 0.06
H -0.54598 3.91039 -3.73652 -0.02 -0.01 0.02
H -2.07905 2.69347 -5.24459 -0.02 0.01 0.07
H -3.66119 1.02492 -4.31574 0.06 0.00 0.03
H -3.63015 0.50887 -1.91167 -0.03 -0.01 -0.01
H -4.35854 2.98082 -0.97157 0.01 -0.03 -0.05
H -6.65836 3.40305 -0.22955 0.04 0.01 0.03
H -7.38571 2.72320 2.03336 0.03 0.00 -0.01
H -5.76052 1.70862 3.60374 0.00 0.02 -0.03
H -3.43206 1.35994 2.89740 -0.08 -0.25 -0.07
H -0.41104 -2.19760 2.82048 -0.05 -0.07 -0.02
H -0.32753 -4.61234 3.31959 -0.03 0.01 -0.05
H 0.13843 -6.23087 1.50624 0.02 0.06 -0.01
H 0.61126 -5.42697 -0.78373 0.00 0.04 0.04
H 0.58055 -3.01778 -1.28345 -0.01 -0.01 0.00
H 2.26873 0.56667 -0.75242 0.06 0.13 0.10
H 2.87850 1.15638 -3.04072 -0.01 -0.03 0.01
H 1.52048 0.32983 -4.92890 -0.01 -0.03 0.03
H -0.52337 -1.00363 -4.49640 0.01 0.04 0.04
H -1.28413 -1.39202 -2.19315 -0.02 0.00 0.00
```
Forces are in eV/Å.

- E_tot (Ha) = -3400.725549
- HOMO energy (alpha / beta) (eV) = -13.249 / -13.252
- lowest unoccupied orbital energy (alpha / beta) (Ha) = -0.299 / -0.286
- charge = +2
- spin multiplicity = 1
- gap between HOMO and LUMO (alpha / beta) (Ha) = 0.1884 / 0.2010